No. 1
46
Properties=species:S:1:pos:R:3 method="wB97M-V/def2-TZVPD" total_charge=+1 de_lowest_kcal_mol=52.2
C 5.469 -4.776 -1.713
C 4.608 -3.795 -0.972
C 3.610 -4.248 -0.095
C 2.844 -3.359 0.638
C 3.010 -1.938 0.518
C 2.178 -1.101 1.316
C 2.017 0.318 1.323
C 2.825 1.271 0.636
C 2.571 2.632 0.702
C 1.552 3.103 1.536
O 1.265 4.463 1.653
C 0.648 5.076 0.551
C -0.689 5.469 0.703
C -1.380 5.911 -0.422
C -0.719 6.041 -1.649
C 0.634 5.705 -1.762
C 1.330 5.201 -0.661
C 0.764 2.213 2.278
C 0.951 0.857 2.115
C 3.982 -1.506 -0.431
C 4.771 -2.411 -1.124
H 6.177 -4.260 -2.369
H 6.039 -5.401 -1.015
H 4.860 -5.454 -2.322
H 3.447 -5.322 -0.006
H 2.061 -3.733 1.298
H 1.481 -1.639 1.961
H 3.660 0.959 0.024
H 3.157 3.331 0.108
H -1.163 5.369 1.684
H -2.438 6.164 -0.326
H -1.259 6.416 -2.518
H 1.169 5.823 -2.706
H 2.373 4.885 -0.734
H -0.012 2.615 2.925
H 0.259 0.172 2.599
H 4.101 -0.456 -0.660
H 5.528 -2.046 -1.820
C -0.009 -1.942 5.014
N 1.247 -2.521 4.572
O 0.808 -3.605 3.690
H 0.195 -1.206 5.794
H -0.552 -1.460 4.189
H -0.624 -2.754 5.414
H 1.748 -1.881 3.960
H 1.424 -4.323 3.938

---

No. 2
48
Properties=species:S:1:pos:R:3 method="wB97M-V/def2-TZVPD" total_charge=+2 de_lowest_kcal_mol=0.0 multiplicity=5
Pt -1.573 -0.620 -0.789
Se 0.838 -1.092 -1.281
P 1.036 -1.099 0.918
Se -0.965 -1.165 1.766
C 2.075 -2.456 1.407
C 3.106 -2.880 0.554
C 4.005 -3.857 0.965
C 3.738 -4.630 2.101
C 2.645 -4.253 2.897
C 1.797 -3.233 2.570
C 1.959 0.370 1.281
C 1.484 1.342 2.113
C 2.188 2.521 2.274
C 3.302 2.792 1.494
C 3.859 1.757 0.742
C 3.145 0.588 0.561
H 3.229 -2.410 -0.391
H 4.937 -3.972 0.428
H 4.334 -5.510 2.333
H 2.455 -4.824 3.816
H 0.973 -2.972 3.218
H 0.506 1.237 2.604
H 1.834 3.234 3.024
H 3.763 3.790 1.533
H 4.873 1.703 0.354
H 3.527 -0.216 -0.058
C -4.271 -1.416 -0.735
N -3.541 -0.299 -1.430
C -3.666 -0.379 -2.894
C -3.931 1.058 -0.875
C -2.737 1.965 -1.212
C -2.849 3.314 -1.512
C -1.760 4.014 -2.125
C -0.517 3.412 -2.146
C -0.343 2.107 -1.676
C -1.455 1.363 -1.260
H -5.361 -1.367 -0.840
H -4.084 -1.288 0.357
H -3.933 -2.394 -1.080
H -4.719 -0.445 -3.242
H -3.083 -1.222 -3.231
H -3.252 0.520 -3.285
H -4.040 0.972 0.199
H -4.854 1.501 -1.340
H -3.788 3.820 -1.424
H -1.853 5.002 -2.456
H 0.327 3.958 -2.540
H 0.640 1.657 -1.687

---

No. 3
48
Properties=species:S:1:pos:R:3 method="wB97M-V/def2-TZVPD" total_charge=+2 de_lowest_kcal_mol=15.7 multiplicity=5
Pt 0.470 0.491 -1.219
Se 0.661 1.499 1.141
P 0.028 -0.474 1.754
Se -0.468 -1.587 -0.039
C -1.530 -0.184 2.764
C -1.949 -1.129 3.702
C -3.078 -0.834 4.466
C -3.734 0.385 4.330
C -3.376 1.228 3.259
C -2.277 0.939 2.472
C 1.229 -1.217 2.848
C 2.405 -1.652 2.234
C 3.339 -2.533 2.868
C 3.069 -2.919 4.168
C 1.945 -2.407 4.818
C 1.028 -1.548 4.218
H -1.488 -2.083 3.832
H -3.465 -1.648 5.072
H -4.606 0.674 4.900
H -4.115 2.084 3.122
H -1.922 1.574 1.667
H 2.617 -1.239 1.299
H 4.233 -2.843 2.362
H 3.634 -3.745 4.684
H 1.674 -2.844 5.796
H 0.206 -1.196 4.872
C 1.874 -1.451 -3.393
N 0.737 -0.477 -3.183
C -0.584 -1.082 -3.530
C 1.029 0.517 -4.232
C 0.375 1.762 -3.832
C 0.143 2.762 -4.831
C -0.470 3.965 -4.484
C -0.889 4.119 -3.199
C -0.641 3.226 -2.185
C 0.012 2.027 -2.498
H 1.887 -1.861 -4.416
H 1.808 -2.258 -2.676
H 2.789 -0.881 -3.162
H -0.407 -1.633 -4.466
H -1.324 -0.327 -3.843
H -1.086 -1.770 -2.842
H 0.698 0.166 -5.243
H 2.132 0.671 -4.276
H 0.229 2.466 -5.853
H -0.710 4.734 -5.231
H -1.308 5.042 -2.884
H -0.826 3.493 -1.133